Record 1
Computed, not measured: the molecule C21H19ClF2N4O2 in a non-equilibrium geometry, with ωB97M-V/def2-TZVPD.

```
49
Properties=species:S:1:pos:R:3:forces:R:3
O 0.88544 -0.63436 1.62031 0.1 -0.8 0.5
O 3.40802 -2.47813 -1.83313 -0.1 0.1 -0.2
F -3.88066 1.04540 5.25868 0.2 0.0 -0.7
F 0.38901 -6.17951 0.01686 0.4 0.3 -0.5
Cl -3.19103 -1.40173 3.84924 0.1 -0.6 0.0
N 1.98108 1.54392 -1.53054 0.6 -1.0 -0.4
C 1.20640 0.01490 0.64244 -2.1 0.8 1.5
C 2.89536 -2.62511 -0.73463 0.8 -1.0 -1.4
C 2.63080 0.45447 -1.17363 -0.8 2.0 -0.6
C 0.40527 1.18482 0.22910 -0.6 0.1 0.5
C -0.81566 1.88808 0.65291 0.6 -0.5 0.2
C -1.03114 2.89986 -0.23633 0.8 -0.9 0.3
C 0.83413 1.88252 -0.84490 1.2 0.3 -2.1
C -2.93491 2.54822 3.69369 0.2 -0.1 -0.8
C -2.17438 2.78401 2.52692 -1.0 -0.3 1.2
C -1.93206 0.39668 2.22507 -1.0 0.0 1.6
C -3.19744 1.23948 4.10346 0.4 0.8 0.0
C -2.72502 0.16824 3.35780 0.0 0.5 -0.2
C -1.64384 1.68431 1.84474 0.2 0.7 -0.6
N 2.31567 -0.33091 -0.09393 0.3 0.5 -0.8
N 2.24133 -3.80612 -0.46107 1.9 3.3 1.1
N -0.04086 2.90504 -1.19602 0.2 0.4 -0.1
C 3.12635 -1.50472 0.26785 -0.5 -0.3 0.5
C -0.79973 -4.52995 -1.21941 0.3 -0.5 -0.5
C 1.74328 -4.68666 -1.44930 0.0 -1.8 -1.3
C 1.10715 -3.87452 0.40606 -1.8 -0.6 0.7
C -0.52036 5.30397 -2.10407 0.4 0.1 0.6
C -1.32319 4.34791 -2.97794 1.8 -0.3 0.1
C -0.01930 3.87847 -2.30442 -1.1 0.2 0.6
C 0.52751 -4.92464 -0.57522 -1.9 0.6 0.2
H 3.48840 0.17346 -1.77223 0.0 -0.2 0.2
H -1.81020 3.62233 -0.16788 -0.3 0.4 -0.3
H -3.35777 3.37826 4.24873 0.1 -0.1 0.0
H -2.08810 3.82417 2.18324 0.4 -0.6 0.1
H -1.55389 -0.43159 1.68329 0.3 -0.6 -0.4
H 2.93727 -1.80981 1.29521 -0.4 0.3 0.0
H 4.18398 -1.25117 0.22528 -0.1 0.1 -0.3
H -1.59029 -4.47521 -0.49388 -0.3 0.2 0.5
H -1.12523 -5.26581 -1.96587 0.3 0.0 0.1
H -0.71308 -3.58130 -1.75551 0.1 0.0 0.3
H 1.54288 -4.24847 -2.42933 0.0 0.2 0.1
H 2.32363 -5.59474 -1.61351 0.3 0.0 0.1
H 0.46381 -2.98194 0.51013 0.5 -0.2 -0.1
H 1.28791 -4.28407 1.38854 0.2 -0.1 0.3
H 0.04717 6.14344 -2.56507 -0.5 -0.9 0.3
H -0.86882 5.55079 -1.06576 0.1 -0.3 -1.3
H -2.22319 3.90389 -2.60474 -0.4 0.1 0.0
H -1.17715 4.41350 -4.06884 -0.5 0.2 0.7
H 0.76548 3.72031 -2.99239 0.9 -0.2 -0.2
```
Forces are in eV/Å.

Results
SMILES: CC1(F)CN(C(=O)Cn2cnc3c(c(-c4ccc(F)c(Cl)c4)cn3C3CC3)c2=O)C1
Energy above the lowest of the compared OMol25 structures with the same formula, charge and spin: 0.2225 eV

These are the Löwdin partial charges, in e, on atoms 1 to 4: 0.0525, 0.0696, 0.0391, 0.0191


Record 2
Computed, not measured: the molecule C21H19F2NO, with ωB97M-V/def2-TZVPD.

```
44
Properties=species:S:1:pos:R:3:forces:R:3
O 1.29897 0.91597 2.46088 0.1 0.0 0.2
H 0.49797 0.91845 3.00039 -0.1 0.0 0.0
C 0.90167 0.85811 1.10277 -0.2 0.1 -0.4
C 1.91445 1.65823 0.29966 -0.1 0.1 0.2
C 1.56796 2.53878 -0.71556 0.1 -0.2 0.2
C 2.54627 3.21661 -1.42332 0.3 0.1 -0.1
C 3.87284 3.00523 -1.10153 -0.2 0.0 0.0
C 4.24644 2.13627 -0.09281 0.1 0.1 -0.1
C 3.25871 1.46399 0.59993 -0.1 0.1 -0.1
H 3.51960 0.78625 1.39664 0.1 -0.1 0.1
H 5.29059 1.99458 0.13630 0.1 0.0 0.0
F 4.82778 3.66527 -1.79081 -0.1 0.0 0.1
H 2.28874 3.90407 -2.21359 0.0 0.1 -0.1
H 0.53419 2.71440 -0.96736 -0.1 0.0 0.0
C 0.90966 -0.57931 0.57743 0.1 0.0 0.2
C 0.69025 -0.82046 -0.77450 0.0 -0.1 0.1
C 0.60890 -2.11237 -1.25553 0.0 -0.2 0.0
C 0.75269 -3.16358 -0.36793 0.1 0.1 0.1
C 0.99419 -2.95430 0.97561 -0.1 -0.3 -0.3
C 1.07233 -1.65331 1.44143 0.0 0.2 -0.1
H 1.27084 -1.46626 2.48631 0.0 0.0 0.1
H 1.11334 -3.79552 1.64006 0.0 -0.1 0.0
F 0.65525 -4.42868 -0.82896 0.0 0.0 0.0
H 0.43210 -2.31132 -2.30019 0.0 -0.1 -0.1
H 0.58434 0.00698 -1.45945 0.0 0.1 -0.1
C -0.54340 1.36918 0.97619 0.1 0.1 0.1
N -1.39034 0.62618 1.90415 0.3 -0.1 0.2
H -1.03657 -0.32715 1.97813 -0.1 0.1 -0.1
C -2.78124 0.53274 1.46554 0.0 -0.1 0.1
C -2.90903 -0.33358 0.23704 0.0 0.1 0.0
C -3.10722 0.21650 -1.02210 -0.1 0.0 0.1
C -3.10105 -0.58737 -2.14986 0.0 0.0 -0.1
C -2.89436 -1.95006 -2.03028 0.0 0.0 -0.1
C -2.70140 -2.50951 -0.77795 0.0 -0.1 0.1
C -2.70518 -1.70510 0.34572 -0.1 0.0 0.0
H -2.55055 -2.14469 1.32208 0.0 -0.1 0.1
H -2.54393 -3.57322 -0.67861 0.0 -0.1 0.0
H -2.88636 -2.57676 -2.90956 0.0 -0.1 -0.1
H -3.25522 -0.14635 -3.12397 0.0 0.0 -0.1
H -3.27616 1.28030 -1.12033 0.0 0.1 0.0
H -3.14772 1.54388 1.27499 -0.1 -0.1 0.0
H -3.35132 0.10541 2.29543 -0.1 0.1 -0.1
H -0.59064 2.42945 1.25005 0.1 0.0 -0.1
H -0.87837 1.25211 -0.06255 0.1 0.0 0.0
```
Forces are in eV/Å.

Results
SMILES: OC(CNCc1ccccc1)(c1ccc(F)cc1)c1ccc(F)cc1

These are the Löwdin partial charges, in e, on atoms 1 to 4: 0.0057, 0.0956, -0.4191, -0.1519


Record 3
Computed, not measured: a cluster of 4 separate species, C21H19FN2O15S in total in a non-equilibrium geometry, with ωB97M-V/def2-TZVPD.

```
59
Properties=species:S:1:pos:R:3:forces:R:3
N 2.12193 3.87977 0.32046 0.7 -2.1 -1.2
C 1.68380 2.92490 -0.71159 -1.6 1.7 -2.5
O 1.03906 3.40944 -1.68179 2.1 -1.8 3.0
C 2.00102 1.36526 -0.72150 0.2 0.0 -0.2
C 3.58578 1.03171 -0.84169 -1.5 -1.5 0.2
N 4.34121 1.85489 0.15614 2.0 -0.8 -1.6
S 5.62118 2.75480 -0.53626 0.1 6.6 0.5
O 5.38045 3.19860 -1.93999 0.7 -3.2 3.0
O 5.76686 4.00111 0.31143 0.1 -4.5 -1.4
F 7.07375 1.91685 -0.33206 -2.6 0.9 -0.7
H 2.90759 4.38983 -0.13292 -0.9 0.0 0.5
H 2.54209 3.37469 1.11138 -0.1 0.3 -0.5
H 1.54894 0.84095 0.18397 0.8 0.8 -1.0
H 1.47374 0.91328 -1.63675 0.8 0.9 1.4
H 3.69823 -0.07052 -0.52263 -0.1 1.6 -0.6
H 3.96994 1.08702 -1.90685 -0.5 0.4 1.4
H 4.73975 1.19519 0.86100 0.0 0.9 -0.5
C 7.87777 -1.24791 1.91960 -0.5 0.4 -0.2
C 8.63277 -1.91376 2.79723 0.9 -0.6 -0.9
C 8.35110 -1.86354 4.26100 -0.2 0.1 0.8
O 9.04903 -2.49834 5.02943 0.0 0.0 -0.4
C 7.23089 -1.03468 4.71696 0.2 -0.2 0.0
C 6.47924 -0.36694 3.83984 -0.8 0.6 0.9
C 6.74547 -0.44034 2.37389 0.5 -0.3 -0.5
O 6.02549 0.16960 1.59628 -0.1 -0.2 0.5
O 5.43884 0.40781 4.24899 0.7 -0.5 -0.9
O 9.68719 -2.66468 2.39258 -0.9 0.6 0.9
H 8.07003 -1.27771 0.85538 0.0 0.0 0.0
H 7.04753 -0.99209 5.78205 0.0 0.0 0.0
H 5.05563 0.78124 3.43396 0.0 0.0 0.2
H 10.06631 -3.04230 3.21010 0.0 0.0 -0.1
C -3.06156 -2.65971 -1.08018 -0.3 0.1 -0.1
C -1.87309 -2.40810 -0.52817 0.1 -1.2 0.5
C -1.23750 -1.06266 -0.62969 0.0 0.8 -0.3
O -0.15770 -0.86475 -0.09568 -0.1 -0.5 0.1
C -1.94471 -0.02259 -1.38087 0.5 -0.2 0.3
C -3.13317 -0.27498 -1.93652 -0.2 1.4 -0.7
C -3.78061 -1.61193 -1.81198 -0.2 -0.7 0.1
O -4.87183 -1.79849 -2.31706 0.3 0.2 0.0
O -3.80073 0.67605 -2.63663 0.2 -1.4 0.5
O -1.19169 -3.36897 0.15153 -0.1 1.1 -0.4
H -3.53418 -3.63045 -1.01211 0.0 0.0 0.0
H -1.46467 0.94413 -1.46183 0.0 0.0 0.0
H -4.63068 0.24921 -2.93151 -0.1 0.2 0.1
H -0.36818 -2.93928 0.45193 -0.1 -0.1 0.0
C -10.32391 0.76664 -1.65125 -0.2 -0.3 0.1
C -9.08519 1.06815 -2.04639 -0.3 1.2 -0.4
C -7.97547 0.07664 -1.94956 0.4 -0.7 0.2
O -6.86112 0.38032 -2.33733 -0.3 0.5 -0.1
C -8.27627 -1.23917 -1.37909 0.3 0.2 -0.1
C -9.51443 -1.53950 -0.98073 0.3 -1.2 0.4
C -10.62998 -0.55794 -1.10270 -0.5 0.6 -0.1
O -11.75098 -0.87419 -0.74535 0.3 -0.3 0.0
O -9.80943 -2.75392 -0.44741 -0.3 1.2 -0.4
O -8.78409 2.29210 -2.55470 0.3 -1.2 0.3
H -11.13816 1.47567 -1.71806 0.0 0.0 0.0
H -7.45829 -1.94274 -1.29845 0.0 0.0 0.0
H -10.76398 -2.72234 -0.24270 0.1 -0.1 0.0
H -7.83104 2.25868 -2.76517 -0.1 0.1 0.0
```
Forces are in eV/Å.

Results
SMILES: O=C1C=C(O)C(=O)C=C1O.O=C1C=C(O)C(=O)C=C1O.O=C1C=C(O)C(=O)C=C1O.NC(=O)CCNS(=O)(=O)F

These are the Löwdin partial charges, in e, on atoms 1 to 4: 0.0995, -0.4104, 0.0095, -0.0907


Record 4
Computed, not measured: the molecule C21H19FN4O3S in a non-equilibrium geometry, with ωB97M-V/def2-TZVPD.

```
49
Properties=species:S:1:pos:R:3:forces:R:3
C 1.65798 -5.12806 -3.68672 0.1 0.0 0.0
H 1.52229 -5.92776 -4.41222 0.1 0.0 0.0
O 0.39789 -4.92332 -3.08960 -0.2 0.0 -0.1
C 0.41182 -4.09355 -1.96219 0.0 0.2 0.2
H -0.56796 -4.22267 -1.49301 0.1 0.1 0.1
H 1.19528 -4.40552 -1.25516 -0.1 0.0 0.0
C 0.62076 -2.60509 -2.30294 0.1 -0.6 -0.5
N 0.52681 -1.78899 -1.11101 0.1 0.1 0.2
C -0.66850 -1.31577 -0.66232 -0.5 0.3 0.5
N -0.85223 -0.63094 0.41334 0.0 -0.5 -0.1
C 0.24852 -0.33936 1.14129 1.1 -0.4 -0.4
C 1.52159 -0.76367 0.75919 -0.8 0.2 0.1
N 2.44098 -0.30423 1.66231 0.4 -0.2 -0.2
C 1.78660 0.41998 2.62056 -0.5 0.1 0.1
C 2.28626 1.08976 3.73151 0.1 0.1 0.1
C 1.38466 1.75183 4.53702 0.2 -0.1 -0.1
C 0.01327 1.75436 4.26021 -0.3 0.0 0.0
C -0.49688 1.09331 3.16654 0.1 0.0 0.1
C 0.39671 0.42129 2.33451 0.4 0.0 0.1
H -1.55107 1.08073 2.94047 -0.2 0.0 0.0
H -0.65159 2.28624 4.92375 -0.1 0.0 0.1
H 1.74453 2.28188 5.40639 0.0 0.0 0.1
H 3.34303 1.08946 3.95201 0.1 0.0 0.0
H 3.43113 -0.47504 1.60650 -0.1 0.0 0.0
C 1.73369 -1.55957 -0.40798 0.0 0.1 0.1
O 2.78724 -2.01131 -0.81906 0.2 0.0 0.0
S -2.10155 -1.57524 -1.65475 -0.3 -0.2 -0.4
C -3.33190 -0.78924 -0.57423 0.3 -0.3 0.1
H -4.22884 -0.68446 -1.18730 0.0 0.0 0.0
C -2.91688 0.56993 -0.01148 -0.3 0.0 -0.5
O -3.26032 0.90377 1.09604 -0.2 0.2 0.3
N -2.27815 1.36077 -0.91992 -0.2 0.0 -0.5
C -1.53940 2.51796 -0.66305 0.1 0.3 0.2
C -0.65961 2.96179 -1.64907 -0.1 0.0 0.2
C 0.11604 4.08595 -1.44439 0.0 0.2 0.2
C 0.00848 4.75824 -0.24050 -0.1 -0.1 0.0
C -0.86037 4.33919 0.74986 0.3 0.2 -0.2
C -1.64196 3.22046 0.53450 -0.1 -0.1 0.0
H -2.32603 2.88107 1.29241 0.0 0.0 0.0
H -0.92230 4.88720 1.67619 0.0 0.1 0.1
F 0.77183 5.85318 -0.03137 0.0 0.0 0.0
H 0.79978 4.43903 -2.19986 0.1 0.0 -0.1
H -0.58033 2.42091 -2.58162 0.0 -0.1 -0.1
H -2.09015 0.93732 -1.82100 0.0 0.0 0.3
H -3.54087 -1.45572 0.26177 0.0 0.2 0.0
H -0.12638 -2.28515 -3.03300 0.1 0.0 0.0
H 1.62570 -2.45691 -2.70628 -0.2 0.0 0.0
H 2.40264 -5.43136 -2.94254 0.0 0.0 0.0
H 2.01774 -4.23267 -4.20380 0.0 0.0 0.0
```
Forces are in eV/Å.

Results
SMILES: COCCn1c(SCC(=O)Nc2ccc(F)cc2)nc2c([nH]c3ccccc32)c1=O
Energy above the lowest of the compared OMol25 structures with the same formula, charge and spin: 0.2078 eV

These are the Löwdin partial charges, in e, on atoms 1 to 4: -0.1011, 0.0901, -0.1776, -0.2076


Record 5
Computed, not measured: a structure of composition C21H19N2O2Sn, with ωB97M-V/def2-TZVPD.

```
45
Properties=species:S:1:pos:R:3:forces:R:3
Sn 1.05097 -0.73740 0.10198 0.3 0.1 -0.3
O 2.72132 0.34300 0.69994 0.1 -0.1 -0.1
C 3.00706 1.59347 0.97511 0.0 0.0 0.0
C 4.34980 1.98879 1.10598 0.0 0.0 0.0
C 4.66813 3.29709 1.37976 0.0 0.0 0.0
C 3.66991 4.27054 1.55885 0.0 0.0 0.0
C 2.35816 3.89648 1.46743 0.0 0.1 0.0
C 1.99842 2.56428 1.16734 -0.1 0.0 0.0
C 0.60755 2.25598 1.10651 0.1 0.2 0.0
N 0.04568 1.15809 0.72048 -0.2 -0.5 0.2
C -1.41237 1.09361 0.70728 -0.1 0.1 -0.1
C -1.91467 0.96896 -0.72232 -0.1 0.0 0.0
N -1.37880 -0.24450 -1.39755 0.1 0.1 0.0
C -2.42599 -1.17991 -1.58177 0.1 -0.1 0.0
C -2.73212 -2.23455 -0.80346 0.1 0.0 0.0
C -3.83864 -3.09023 -1.22538 0.1 0.1 0.0
C -4.04805 -4.27816 -0.65050 0.0 -0.1 0.1
C -3.19062 -4.72139 0.43192 -0.1 0.0 -0.1
C -2.17683 -3.97400 0.90642 -0.1 0.0 0.0
C -1.90786 -2.65912 0.36858 0.0 0.0 -0.2
O -1.02459 -1.94249 0.85182 -0.1 0.1 0.3
H 5.11134 1.23050 0.98266 0.0 0.0 0.0
H 5.70988 3.58174 1.46525 0.0 0.0 0.0
H 3.93465 5.29517 1.77708 0.0 0.0 0.0
H 1.57121 4.62821 1.61862 0.0 0.0 0.0
H -0.05838 3.06572 1.41632 0.0 0.0 0.0
H -1.85414 1.98551 1.15856 0.1 0.0 0.0
H -1.73724 0.22658 1.28035 0.0 0.0 0.0
H -1.63798 1.85133 -1.30157 0.0 0.0 0.0
H -3.00597 0.93550 -0.69241 0.0 0.0 -0.1
H -3.05401 -1.01018 -2.46237 0.1 0.0 0.0
H -4.46627 -2.74586 -2.03888 0.0 0.0 0.0
H -4.84890 -4.92018 -0.99108 0.0 0.0 0.1
H -3.38679 -5.68814 0.87902 0.0 0.0 0.0
H -1.55724 -4.30471 1.72844 0.0 0.0 0.0
C 0.47352 0.98944 -2.52391 0.0 -0.1 -0.1
C -0.69540 0.04450 -2.68305 -0.1 0.0 0.1
C -0.04968 -1.18709 -3.28100 -0.2 0.1 0.1
C 1.24493 -0.95276 -3.49826 0.1 0.1 0.0
C 1.57420 0.40875 -3.02316 0.0 -0.1 -0.1
H 0.39952 2.00602 -2.16562 0.0 -0.1 0.0
H -1.40942 0.45347 -3.41914 0.0 0.1 0.0
H -0.59853 -2.08917 -3.51351 0.0 0.0 0.0
H 1.95450 -1.63256 -3.94727 0.0 0.0 0.0
H 2.55244 0.86559 -3.09988 0.0 0.0 0.0
```
Forces are in eV/Å.

Results
Charge: +1
Energy above the lowest of the compared OMol25 structures with the same formula, charge and spin: 1.4485 eV

These are the Löwdin partial charges, in e, on atoms 1 to 4: 1.5018, -0.3260, -0.3423, 0.0022


no.,frontier orbital gap (eV),electronic energy (hartree)
1,8.599,-1841.03177
2,9.593,-1141.36600
3,7.508,-2547.71252
4,8.318,-1754.49899
5,7.075,-1285.66760